# 1
# C66H122F8O45

15 unconnected molecules or ions with the total composition C66H122F8O45 (ωB97M-V/def2-TZVPD, the Open Molecules 2025 dataset).

The energy above the lowest of the compared OMol25 structures with the same formula, charge and spin is 1.8 kcal/mol. The orbital gap is 0.340 Eh. Its LUMO energy is 0.00968 hartree. The total charge is 0.

Atoms and positions in Å:
C (18.19, 11.44, 12.93)
O (17.24, 10.72, 13.61)
C (17.77, 9.68, 14.41)
C (16.88, 9.19, 15.52)
O (16.87, 10.10, 16.55)
C (16.41, 9.53, 17.77)
C (16.60, 10.51, 18.94)
O (15.60, 11.49, 18.79)
C (15.55, 12.46, 19.82)
H (17.78, 12.25, 12.35)
H (18.83, 10.81, 12.24)
H (18.85, 11.94, 13.64)
H (18.72, 9.91, 14.91)
H (18.06, 8.81, 13.83)
H (17.37, 8.26, 15.81)
H (15.85, 8.92, 15.38)
H (16.98, 8.66, 18.06)
H (15.35, 9.28, 17.67)
H (17.65, 10.91, 18.82)
H (16.50, 9.96, 19.86)
H (16.43, 13.09, 19.79)
H (15.48, 12.04, 20.83)
H (14.63, 13.04, 19.66)
C (21.94, 19.29, 31.30)
O (20.92, 20.30, 31.46)
C (19.61, 20.08, 30.90)
C (18.84, 21.44, 30.80)
O (19.29, 22.41, 29.92)
C (19.57, 21.97, 28.61)
C (18.35, 21.84, 27.74)
O (17.58, 20.74, 28.30)
C (16.36, 20.68, 27.66)
H (21.77, 18.35, 31.95)
H (22.82, 19.81, 31.60)
H (22.15, 18.90, 30.30)
H (18.92, 19.45, 31.49)
H (19.60, 19.57, 29.93)
H (18.95, 21.92, 31.80)
H (17.77, 21.20, 30.61)
H (20.13, 21.01, 28.72)
H (20.25, 22.65, 28.14)
H (18.69, 21.57, 26.74)
H (17.73, 22.73, 27.79)
H (15.77, 21.62, 27.92)
H (15.75, 19.85, 28.02)
H (16.44, 20.77, 26.53)
C (12.20, 14.62, 34.85)
O (10.98, 14.76, 34.16)
C (10.31, 15.77, 34.81)
C (10.99, 17.18, 34.56)
O (11.50, 17.31, 33.26)
C (10.46, 17.22, 32.26)
C (11.03, 17.30, 30.90)
O (11.79, 16.16, 30.73)
C (12.40, 16.13, 29.44)
H (12.99, 15.29, 34.47)
H (12.54, 13.56, 34.74)
H (12.03, 14.77, 35.91)
H (10.28, 15.59, 35.96)
H (9.27, 15.70, 34.37)
H (11.90, 17.22, 35.17)
H (10.32, 17.94, 34.83)
H (9.74, 18.01, 32.45)
H (9.99, 16.22, 32.43)
H (11.58, 18.24, 30.68)
H (10.22, 17.38, 30.13)
H (13.00, 17.05, 29.34)
H (11.73, 16.03, 28.54)
H (13.03, 15.24, 29.46)
C (18.51, 10.97, 23.08)
O (19.33, 12.00, 23.57)
C (19.83, 12.85, 22.58)
C (20.47, 14.12, 23.22)
O (19.58, 14.90, 23.93)
C (19.46, 14.57, 25.31)
C (18.74, 15.69, 26.09)
O (19.60, 16.76, 26.39)
C (19.10, 17.43, 27.53)
H (17.54, 11.25, 22.73)
H (18.42, 10.17, 23.82)
H (18.90, 10.61, 22.11)
H (19.00, 13.15, 21.93)
H (20.60, 12.32, 22.04)
H (20.96, 14.66, 22.44)
H (21.30, 13.77, 23.76)
H (20.47, 14.48, 25.69)
H (18.95, 13.57, 25.38)
H (18.40, 15.17, 26.95)
H (17.93, 15.99, 25.41)
H (19.43, 16.87, 28.42)
H (17.99, 17.60, 27.61)
H (19.58, 18.43, 27.57)
C (10.55, 13.99, 27.01)
O (10.76, 15.33, 26.68)
C (9.51, 15.99, 26.63)
C (8.93, 15.98, 25.21)
O (9.86, 16.55, 24.32)
C (9.37, 16.71, 23.01)
C (10.29, 17.62, 22.16)
O (10.21, 18.98, 22.54)
C (9.34, 19.71, 21.67)
H (11.55, 13.55, 27.04)
H (9.96, 13.53, 26.19)
H (10.01, 13.79, 28.01)
H (9.79, 17.01, 27.03)
H (8.85, 15.58, 27.40)
H (7.97, 16.52, 25.26)
H (8.68, 14.99, 24.89)
H (8.35, 17.20, 23.06)
H (9.13, 15.80, 22.49)
H (10.01, 17.49, 21.11)
H (11.34, 17.29, 22.24)
H (8.52, 19.08, 21.50)
H (9.89, 19.72, 20.73)
H (9.35, 20.71, 22.05)
C (16.38, 18.08, 19.77)
O (17.17, 17.39, 20.72)
C (16.77, 16.08, 21.01)
C (15.48, 16.00, 21.83)
O (15.80, 16.40, 23.22)
C (14.81, 15.92, 24.12)
C (13.63, 16.83, 24.46)
O (13.94, 17.86, 25.40)
C (14.39, 17.41, 26.71)
H (16.60, 17.72, 18.75)
H (16.72, 19.12, 19.71)
H (15.35, 17.92, 19.98)
H (17.60, 15.69, 21.60)
H (16.65, 15.49, 20.12)
H (15.11, 14.95, 21.85)
H (14.67, 16.66, 21.46)
H (15.34, 15.56, 24.96)
H (14.28, 15.01, 23.81)
H (12.78, 16.20, 24.81)
H (13.31, 17.37, 23.58)
H (15.47, 17.06, 26.68)
H (13.75, 16.62, 27.14)
H (14.35, 18.27, 27.34)
C (12.31, 24.69, 19.35)
O (13.64, 24.55, 18.94)
C (14.42, 25.50, 19.63)
C (15.90, 25.23, 19.39)
O (16.19, 24.20, 20.37)
C (17.48, 23.68, 20.28)
C (17.80, 22.88, 19.01)
O (16.69, 22.09, 18.74)
C (16.86, 21.08, 17.74)
H (11.74, 23.74, 19.27)
H (11.84, 25.46, 18.76)
H (12.20, 24.96, 20.45)
H (14.18, 25.50, 20.69)
H (14.20, 26.49, 19.20)
H (16.61, 26.06, 19.56)
H (16.07, 24.85, 18.33)
H (17.53, 23.04, 21.19)
H (18.30, 24.47, 20.28)
H (18.64, 22.20, 19.33)
H (18.02, 23.56, 18.18)
H (17.20, 21.59, 16.82)
H (15.87, 20.66, 17.57)
H (17.50, 20.21, 18.05)
C (13.79, 10.92, 26.79)
C (15.03, 10.28, 27.31)
O (15.84, 11.40, 27.59)
C (15.51, 12.45, 26.82)
O (16.23, 13.39, 26.69)
O (14.19, 12.31, 26.51)
F (15.58, 9.51, 26.22)
H (12.98, 10.83, 27.51)
H (13.36, 10.49, 25.93)
H (14.83, 9.63, 28.16)
C (14.42, 17.79, 31.67)
C (15.03, 18.14, 33.00)
O (16.38, 18.25, 32.76)
C (16.68, 17.44, 31.61)
O (17.73, 17.16, 31.20)
O (15.52, 17.10, 31.01)
F (14.79, 17.11, 33.92)
H (14.24, 18.64, 31.05)
H (13.56, 17.16, 31.85)
H (14.66, 19.02, 33.49)
C (16.92, 13.38, 16.60)
C (15.74, 13.07, 15.65)
O (16.05, 13.90, 14.58)
C (16.97, 14.91, 14.98)
O (17.44, 15.69, 14.20)
O (17.49, 14.57, 16.12)
F (14.56, 13.38, 16.31)
H (17.69, 12.63, 16.58)
H (16.43, 13.70, 17.56)
H (15.70, 12.03, 15.28)
C (20.29, 16.58, 19.82)
C (21.53, 15.78, 19.53)
O (21.06, 14.67, 18.88)
C (19.73, 14.55, 19.06)
O (19.07, 13.65, 18.62)
O (19.25, 15.61, 19.67)
F (22.06, 15.45, 20.80)
H (20.23, 17.45, 19.11)
H (20.21, 17.01, 20.81)
H (22.34, 16.09, 18.91)
C (11.11, 19.50, 25.93)
C (11.89, 20.82, 25.83)
O (12.82, 20.70, 26.93)
C (12.41, 19.72, 27.71)
O (12.81, 19.57, 28.80)
O (11.46, 18.97, 27.19)
F (11.03, 21.85, 26.23)
H (11.33, 18.77, 25.10)
H (10.05, 19.70, 26.09)
H (12.37, 21.08, 24.88)
C (14.21, 22.01, 21.15)
C (14.74, 21.26, 22.33)
O (14.38, 19.94, 22.08)
C (13.41, 19.92, 21.15)
O (12.90, 18.87, 20.78)
O (13.05, 21.17, 20.73)
F (14.06, 21.60, 23.49)
H (14.81, 22.11, 20.26)
H (13.83, 22.99, 21.33)
H (15.86, 21.30, 22.45)
C (13.00, 17.61, 16.80)
C (14.43, 17.19, 16.78)
O (14.48, 16.11, 17.71)
C (13.27, 15.97, 18.32)
O (13.05, 15.30, 19.26)
O (12.33, 16.68, 17.68)
F (15.26, 18.22, 17.13)
H (12.56, 17.61, 15.81)
H (12.94, 18.57, 17.34)
H (14.79, 16.81, 15.83)
C (18.97, 17.95, 23.58)
C (17.93, 18.89, 24.15)
O (17.50, 19.69, 22.98)
C (18.42, 19.54, 22.03)
O (18.40, 20.12, 21.00)
O (19.33, 18.60, 22.38)
F (18.49, 19.82, 25.06)
H (18.55, 16.95, 23.43)
H (19.86, 17.90, 24.23)
H (17.02, 18.63, 24.64)

# 2
# C18H20N4O3S2

A molecular structure, C18H20N4O3S2 (ωB97M-V/def2-TZVPD, the Open Molecules 2025 dataset).

The energy above the lowest of the compared OMol25 structures with the same formula, charge and spin is 63.6 kcal/mol. The orbital gap is 0.257 Eh. Its LUMO energy is -0.03270 hartree. The total charge is 0.

Atoms and positions in Å:
C (-2.26, 1.77, -3.52)
H (-2.49, 2.82, -3.32)
H (-2.17, 1.62, -4.60)
O (-1.10, 1.36, -2.84)
C (0.08, 2.01, -3.10)
C (0.21, 3.03, -4.03)
C (1.42, 3.67, -4.22)
C (2.52, 3.29, -3.49)
C (2.41, 2.26, -2.57)
C (1.21, 1.60, -2.36)
N (1.06, 0.60, -1.39)
C (2.05, 0.49, -0.34)
C (1.41, -0.22, 0.86)
N (0.92, -1.50, 0.44)
S (0.72, -2.64, 1.63)
O (1.96, -2.69, 2.35)
O (0.27, -3.85, 1.01)
C (-0.60, -2.01, 2.70)
C (-0.44, -1.40, 3.92)
C (-1.58, -0.98, 4.65)
C (-2.86, -1.16, 4.21)
C (-3.05, -1.76, 2.96)
N (-4.19, -2.00, 2.32)
S (-3.85, -2.68, 0.90)
N (-2.25, -2.69, 1.01)
C (-1.90, -2.17, 2.19)
H (-3.72, -0.85, 4.79)
H (-1.41, -0.51, 5.61)
C (0.89, -1.13, 4.54)
H (1.68, -1.70, 4.05)
H (1.12, -0.07, 4.46)
H (0.87, -1.38, 5.60)
C (-0.06, -1.41, -0.61)
H (-0.37, -2.42, -0.85)
C (0.59, -0.71, -1.80)
H (-0.14, -0.59, -2.60)
H (1.43, -1.32, -2.16)
H (-0.93, -0.82, -0.29)
H (2.15, -0.39, 1.64)
H (0.60, 0.41, 1.26)
H (2.36, 1.49, -0.03)
H (2.93, -0.08, -0.66)
H (3.29, 1.96, -2.02)
H (3.47, 3.78, -3.63)
H (1.49, 4.47, -4.95)
H (-0.65, 3.35, -4.61)
H (-3.06, 1.15, -3.13)

# 3
# C3H3Cl2F

A molecular structure, C3H3Cl2F (ωB97M-V/def2-TZVPD, the Open Molecules 2025 dataset).

The energy above the lowest of the compared OMol25 structures with the same formula, charge and spin is 38.4 kcal/mol. The orbital gap is 0.377 Eh. Its LUMO energy is 0.00776 hartree. The total charge is 0.

Atoms and positions in Å:
C (1.01, 0.27, 0.15)
C (-0.10, -0.58, -0.11)
C (-1.48, -0.10, -0.37)
H (0.26, -1.67, -0.19)
H (-2.33, -0.71, -0.56)
H (-1.75, 0.90, -0.13)
F (1.07, 0.01, 1.62)
Cl (2.47, -0.13, -0.40)
Cl (0.84, 2.01, -0.01)

# 4
# C30H37N4O

A gas-phase ion, C30H37N4O (charge +1) (ωB97M-V/def2-TZVPD, the Open Molecules 2025 dataset).

The energy above the lowest of the compared OMol25 structures with the same formula, charge and spin is 29.8 kcal/mol. The orbital gap is 0.297 Eh. Its LUMO energy is -0.10313 hartree. As for the SMILES: CN1C(=O)[C@@H](Cc2ccccc2)N(/C=C/[C@H](c2ccc(C#N)cc2)[N+]23CCC(CC2)CC3)C1(C)C. The total charge is +1.

Atoms and positions in Å:
C (-0.66, 1.97, 1.21)
C (-2.00, 1.30, 0.90)
N (-2.08, -0.14, 1.41)
C (-1.81, -0.16, 2.93)
C (-0.50, 0.55, 3.24)
C (0.23, 1.02, 1.98)
C (0.43, -0.17, 1.05)
C (-0.90, -0.85, 0.76)
H (-0.20, 2.27, 0.26)
H (-0.85, 2.90, 1.76)
H (-2.78, 1.84, 1.43)
H (-2.23, 1.24, -0.18)
H (-2.69, 0.31, 3.38)
H (-1.78, -1.23, 3.21)
H (-0.71, 1.40, 3.90)
H (0.14, -0.14, 3.82)
H (1.19, 1.49, 2.24)
H (0.89, 0.15, 0.10)
H (1.10, -0.92, 1.48)
H (-0.83, -1.83, 1.22)
H (-1.13, -0.88, -0.32)
C (-9.67, 2.49, 2.22)
N (-8.25, 2.58, 2.02)
C (-7.60, 3.79, 2.09)
O (-8.13, 4.88, 2.28)
C (-6.12, 3.51, 1.86)
C (-5.25, 4.10, 2.97)
C (-5.19, 5.61, 2.94)
C (-5.53, 6.37, 4.07)
C (-5.52, 7.76, 4.01)
C (-5.14, 8.41, 2.83)
C (-4.77, 7.66, 1.70)
C (-4.79, 6.26, 1.77)
N (-6.07, 2.05, 1.80)
C (-4.92, 1.43, 1.34)
C (-4.54, 0.14, 1.59)
C (-3.35, -0.69, 1.07)
C (-3.52, -2.22, 1.48)
C (-2.61, -3.24, 1.12)
C (-2.86, -4.59, 1.37)
C (-4.11, -5.01, 1.84)
C (-4.42, -6.42, 1.91)
N (-4.66, -7.57, 1.89)
C (-5.03, -4.04, 2.22)
C (-4.70, -2.68, 2.12)
C (-7.38, 1.41, 2.04)
C (-7.43, 0.73, 3.41)
C (-7.75, 0.40, 0.95)
H (-10.10, 3.49, 2.14)
H (-10.11, 1.83, 1.46)
H (-9.92, 2.07, 3.21)
H (-5.84, 3.92, 0.87)
H (-5.70, 3.74, 3.91)
H (-4.23, 3.69, 2.87)
H (-5.83, 5.85, 4.98)
H (-5.81, 8.35, 4.88)
H (-5.13, 9.51, 2.78)
H (-4.47, 8.15, 0.78)
H (-4.51, 5.66, 0.90)
H (-4.34, 2.13, 0.76)
H (-5.25, -0.40, 2.22)
H (-3.38, -0.68, -0.05)
H (-1.66, -3.07, 0.63)
H (-2.06, -5.33, 1.20)
H (-6.00, -4.33, 2.65)
H (-5.44, -2.03, 2.58)
H (-7.33, 1.47, 4.21)
H (-8.40, 0.21, 3.50)
H (-6.63, 0.00, 3.51)
H (-7.94, 0.94, 0.01)
H (-6.94, -0.32, 0.80)
H (-8.66, -0.13, 1.24)

# 5
# C28H35Cl2FeN7S

A molecular structure, C28H35Cl2FeN7S (ωB97M-V/def2-TZVPD, the Open Molecules 2025 dataset).

The energy above the lowest of the compared OMol25 structures with the same formula, charge and spin is 0.0 kcal/mol. The orbital gap (alpha / beta) is 0.154 / 0.245 Eh. Its LUMO energy (alpha / beta) is 0.09304 / 0.09266 hartree. The total charge is -1. Its expectation value of S² is 8.80. As for the spin multiplicity: 6.

Atoms and positions in Å:
Fe (-0.83, -0.83, -0.13)
C (4.38, -2.15, 1.25)
N (3.37, -1.25, 0.74)
C (3.82, 0.09, 0.41)
C (2.07, -1.65, 0.60)
N (1.26, -1.24, -0.32)
C (1.74, -0.75, -1.56)
C (2.58, -1.58, -2.29)
C (3.08, -1.18, -3.53)
C (2.75, 0.05, -4.03)
C (1.89, 0.92, -3.33)
C (1.60, 2.20, -3.87)
C (0.80, 3.07, -3.18)
C (0.26, 2.73, -1.94)
C (0.48, 1.47, -1.36)
N (-0.12, 1.11, -0.19)
C (-0.46, 1.99, 0.77)
N (0.22, 3.19, 0.98)
C (1.66, 3.27, 0.90)
C (-0.46, 4.36, 1.44)
N (-1.30, 1.50, 1.79)
C (-0.75, 1.45, 3.12)
C (-2.72, 1.77, 1.77)
C (1.33, 0.53, -2.07)
N (1.58, -2.52, 1.55)
C (1.96, -2.44, 2.94)
C (0.79, -3.67, 1.17)
H (5.24, -2.13, 0.57)
H (4.00, -3.16, 1.28)
H (4.73, -1.87, 2.25)
H (4.75, 0.03, -0.16)
H (4.01, 0.67, 1.33)
H (3.09, 0.61, -0.19)
H (2.82, -2.55, -1.88)
H (3.73, -1.84, -4.09)
H (3.13, 0.38, -4.99)
H (2.03, 2.47, -4.83)
H (0.57, 4.04, -3.60)
H (-0.41, 3.42, -1.44)
H (2.05, 2.34, 0.49)
H (2.11, 3.42, 1.89)
H (1.98, 4.08, 0.24)
H (-1.52, 4.29, 1.19)
H (-0.06, 5.25, 0.96)
H (-0.38, 4.50, 2.53)
H (0.29, 1.13, 3.07)
H (-1.29, 0.70, 3.70)
H (-0.80, 2.42, 3.65)
H (-3.27, 0.93, 2.21)
H (-3.06, 1.90, 0.74)
H (-2.99, 2.68, 2.34)
H (2.46, -1.50, 3.13)
H (2.62, -3.27, 3.25)
H (1.04, -2.47, 3.53)
H (0.45, -3.55, 0.14)
H (-0.08, -3.75, 1.81)
H (1.39, -4.59, 1.25)
Cl (-2.86, 0.61, -1.73)
C (-4.22, -0.37, -1.27)
C (-5.25, 0.26, -0.59)
C (-6.37, -0.47, -0.24)
C (-6.46, -1.81, -0.58)
C (-5.41, -2.41, -1.25)
Cl (-5.60, -4.09, -1.64)
C (-4.24, -1.73, -1.61)
S (-2.96, -2.53, -2.52)
H (-5.16, 1.31, -0.35)
H (-7.19, 0.01, 0.30)
H (-7.33, -2.40, -0.33)
C (-1.44, -2.34, -1.54)
H (-1.34, -3.29, -1.01)
H (-0.67, -2.30, -2.31)
N (-1.71, -1.97, 2.84)
C (-1.43, -1.55, 1.79)

# 6
# CH6S2

2 unconnected molecules or ions with the total composition CH6S2 (ωB97M-V/def2-TZVPD, the Open Molecules 2025 dataset).

The energy above the lowest of the compared OMol25 structures with the same formula, charge and spin is 10.6 kcal/mol. The orbital gap is 0.372 Eh. Its LUMO energy is 0.01787 hartree. As for the SMILES: SS.C. The total charge is 0.

Atoms and positions in Å:
C (0.92, -2.23, 3.18)
H (1.51, -2.33, 2.30)
H (-0.12, -2.44, 2.77)
H (1.05, -3.04, 4.05)
H (1.04, -1.31, 3.67)
S (0.13, 0.21, -1.74)
S (-0.57, 1.11, -0.09)
H (-0.82, -0.72, -1.98)
H (-1.19, 2.18, -0.72)